This record from OMol25 describes a structure of composition C24H46BN6Pb. The level of theory is ωB97M-V/def2-TZVPD.

Geometry as XYZ:
```
78
C24H46BN6Pb, DFT ωB97M-V/def2-TZVPD
Pb 0.40846 0.17979 -1.41931
B -1.34977 -0.24337 -3.28648
H -1.61584 -0.66095 -2.21869
H -1.32380 0.92380 -3.30205
H -0.28604 -0.66599 -3.53329
H -2.18292 -0.63813 -3.98765
C -3.27036 5.55572 -0.63196
C -2.02133 5.95695 -1.41227
C -1.48876 4.84191 -2.32355
C -1.14811 3.58022 -1.66287
N -0.84628 2.59540 -1.15973
H -3.99148 5.14073 -1.34256
H -3.69671 6.42426 -0.13340
H -3.12062 4.77357 0.11307
H -1.24526 6.24663 -0.69975
H -2.21968 6.82920 -2.03222
H -0.57864 5.23287 -2.78259
H -2.19627 4.60222 -3.11875
C -3.36335 -4.57976 2.35362
C -2.18267 -3.75632 1.86089
C -1.48613 -4.24088 0.58799
C -0.72421 -3.16878 -0.06471
N -0.12554 -2.33263 -0.56538
H -3.75382 -4.10980 3.25220
H -3.04203 -5.59019 2.62560
H -4.11068 -4.76780 1.58054
H -1.45577 -3.79412 2.68030
H -2.43101 -2.69859 1.75420
H -2.25077 -4.46758 -0.16418
H -0.84670 -5.09728 0.78578
C 1.59546 -2.40102 3.49750
C 3.08847 -2.25476 3.26638
C 3.46559 -2.62947 1.82523
C 3.00324 -1.69853 0.78973
N 2.64492 -0.99134 -0.03974
H 1.09515 -1.69361 2.83041
H 1.27550 -2.26815 4.52995
H 1.25091 -3.40843 3.24015
H 3.65978 -2.88857 3.94362
H 3.34755 -1.20871 3.44426
H 3.18228 -3.65683 1.60357
H 4.55708 -2.58716 1.75188
C -5.31380 -1.70286 0.51674
C -5.24282 -0.27075 1.01615
C -3.94295 0.10950 1.69594
C -2.68783 0.11309 0.94357
N -1.69242 0.13206 0.37536
H -6.24959 -1.84841 -0.02756
H -5.40913 -2.34930 1.39433
H -4.51911 -2.05344 -0.13761
H -6.05076 0.01661 1.68870
H -5.40333 0.41019 0.17210
H -3.77122 -0.42841 2.63450
H -3.99097 1.14827 2.05230
C 5.56685 -0.80379 -4.84014
C 4.49686 -1.21762 -5.85199
C 3.10887 -0.64469 -5.57621
C 2.59477 -0.80707 -4.23493
N 2.20929 -0.95068 -3.16428
H 6.54199 -1.19936 -5.11883
H 5.33474 -1.17019 -3.84097
H 5.64248 0.28569 -4.83747
H 4.45412 -2.30949 -5.86713
H 4.77795 -0.93391 -6.86574
H 2.36685 -1.03248 -6.28087
H 3.07482 0.42530 -5.81349
C 1.74184 3.40068 4.09276
C 3.09798 2.82384 3.69104
C 3.20776 2.34517 2.24194
C 1.98339 1.75577 1.67863
N 1.03301 1.29794 1.23102
H 0.98531 2.61356 4.09731
H 1.40860 4.16643 3.38861
H 1.81891 3.83296 5.08766
H 3.31224 2.03131 4.41146
H 3.83208 3.61239 3.86133
H 3.99213 1.59960 2.10801
H 3.47125 3.21755 1.64201
```

As for the total charge: +1. The value obtained for the HOMO-LUMO gap is 9.686 eV. The multiplicity is 1. The molar mass comes out at 636.686 g mol⁻¹. Its total energy is -40491.762 eV. The HOMO energy is -0.42094 Eh.

Here are the Mulliken charges for atoms 1 to 2, given in e: number 1, Pb, carries 0.9547; number 2, B, carries 0.7690